{"formula": "C41H62GeInN7O4S5", "method": "ωB97M-V with the def2-TZVPD basis set", "energy_ev": -178010.2836, "total_charge": -2, "orbital_gap_ev": 3.69, "elements": ["In", "C", "C", "S", "C", "C", "S", "H", "H", "H", "H", "H", "H", "C", "C", "C", "C", "N", "C", "S", "N", "C", "C", "C", "C", "H", "H", "H", "H", "H", "H", "H", "H", "H", "H", "H", "H", "H", "H", "H", "H", "H", "H", "H", "H", "C", "C", "O", "C", "C", "C", "C", "C", "C", "H", "H", "H", "H", "H", "H", "H", "H", "N", "C", "N", "C", "C", "C", "C", "C", "C", "S", "H", "H", "H", "H", "H", "H", "C", "N", "C", "C", "N", "H", "H", "H", "H", "H", "H", "C", "Ge", "C", "C", "C", "H", "H", "H", "H", "H", "H", "H", "H", "H", "H", "N", "C", "C", "C", "C", "C", "C", "S", "O", "O", "O", "H", "H", "H", "H", "H", "H"], "coordinates": [[-0.14783, -0.14625, 0.27941], [-3.47348, -4.37008, 0.58196], [-2.81265, -2.99631, 0.79459], [-2.05195, -2.27941, -0.61868], [-2.85104, -2.41123, 2.00438], [-3.54601, -3.08768, 3.17816], [-2.09342, -0.87216, 2.38836], [-3.29105, -4.70294, -0.43816], [-4.56190, -4.32612, 0.73100], [-3.07630, -5.13215, 1.26601], [-4.20562, -3.90750, 2.87346], [-4.13956, -2.34989, 3.72825], [-2.80678, -3.48826, 3.88769], [-6.38652, 4.55172, 0.94263], [-4.95822, 4.06524, 1.19889], [-4.77567, 2.60086, 0.79738], [-3.40228, 2.01385, 1.09944], [-2.21869, 2.74177, 0.46894], [-2.04418, 2.50117, -1.01461], [-3.10847, 1.65842, -1.91118], [-1.03429, 3.25363, -1.47282], [-0.65345, 3.31034, -2.88906], [-0.76583, 4.71144, -3.50162], [-2.15969, 5.13945, -3.97749], [-3.14501, 5.48446, -2.85276], [-6.50349, 5.60913, 1.19859], [-7.10173, 3.97586, 1.54046], [-6.65119, 4.42591, -0.11264], [-4.71541, 4.18424, 2.25673], [-4.27172, 4.70642, 0.62712], [-5.01587, 2.48334, -0.25212], [-5.48352, 1.98708, 1.36220], [-3.32677, 0.97196, 0.81069], [-3.22145, 2.04580, 2.16529], [-2.41473, 3.74356, 0.52867], [-0.23343, 3.27300, -0.86046], [-1.26130, 2.60550, -3.43698], [0.38178, 2.99338, -2.94755], [-0.08394, 4.73619, -4.35992], [-0.39736, 5.44362, -2.77353], [-2.58265, 4.33610, -4.59121], [-2.04358, 6.01562, -4.61984], [-3.37545, 4.60308, -2.24756], [-4.09101, 5.85491, -3.26279], [-2.72962, 6.26040, -2.19717], [3.43485, 0.65073, -1.22088], [2.88154, 2.03832, -1.28951], [1.84408, 2.28024, -0.75862], [3.63001, 3.13809, -1.98379], [4.80275, 2.90191, -2.68833], [5.47807, 3.94695, -3.31187], [4.99258, 5.24421, -3.22724], [3.82092, 5.48881, -2.52157], [3.14861, 4.44171, -1.90569], [2.68281, -0.01026, -0.79278], [4.32860, 0.61375, -0.58482], [3.72122, 0.27653, -2.20985], [5.20380, 1.89397, -2.74836], [6.38862, 3.74402, -3.86294], [5.52864, 6.05899, -3.69647], [3.43352, 6.49773, -2.44761], [2.24555, 4.62048, -1.33170], [3.04336, 1.39500, 2.10616], [2.82962, 0.12632, 2.60991], [1.77161, -0.57470, 2.38376], [1.81673, -1.78184, 3.10163], [0.83292, -2.76983, 3.07275], [1.03358, -3.92666, 3.81136], [2.19078, -4.10750, 4.57890], [3.17429, -3.12800, 4.61626], [2.96903, -1.97284, 3.86744], [4.01746, -0.59749, 3.67953], [2.40997, 1.66862, 1.37256], [3.99783, 1.67634, 1.97799], [-0.06911, -2.61366, 2.47867], [0.28702, -4.71251, 3.77662], [2.33021, -5.02660, 5.14019], [4.08593, -3.26482, 5.18894], [1.76405, 1.40269, -5.16921], [0.64328, 0.50763, -4.89203], [-0.15559, 0.04492, -6.02332], [0.67132, -0.24652, -3.76963], [0.65863, -0.85186, -2.77376], [1.39953, 2.28756, -5.69066], [2.52717, 0.92084, -5.78769], [2.22454, 1.71606, -4.23566], [-0.52548, 0.90759, -6.57704], [-1.00277, -0.52564, -5.65520], [0.42603, -0.58484, -6.70177], [-1.93452, 2.33778, 4.49802], [-1.01938, 3.29099, 3.05914], [0.80883, 3.56568, 3.68251], [-1.84772, 5.09824, 3.08092], [-0.93855, 2.40833, 1.35741], [-2.09555, 3.01373, 5.34737], [-1.30571, 1.49710, 4.82261], [-2.89896, 1.91376, 4.19398], [0.81349, 3.94696, 4.70832], [1.35136, 4.27150, 3.03967], [1.34746, 2.61113, 3.65514], [-1.71674, 5.49368, 4.09913], [-2.92212, 5.07860, 2.86307], [-1.35985, 5.78894, 2.37880], [-0.08576, 2.90620, 0.88786], [1.66783, -3.34804, -0.97452], [2.93262, -3.16047, -0.40582], [3.90325, -2.45598, -1.13270], [5.15091, -2.18669, -0.59158], [5.47938, -2.64034, 0.68690], [4.55860, -3.42951, 1.37393], [3.29905, -3.69154, 0.83184], [7.06588, -2.20650, 1.38317], [7.10077, -0.74898, 1.30085], [7.02465, -2.72328, 2.74487], [8.04990, -2.85388, 0.52471], [0.91660, -3.54007, -0.33010], [1.40896, -2.62529, -1.62268], [3.65213, -2.11456, -2.13766], [5.88772, -1.60590, -1.14297], [4.83530, -3.81762, 2.34892], [2.58157, -4.29057, 1.37957]]}